Record 1
ORCA calculation (ωB97M-V with the def2-TZVPD basis set) on a molecular structure, B3CaF12N2O6 at a distorted geometry.

The geometry in XYZ format:
```
24
Properties=species:S:1:pos:R:3
Ca -0.0613 0.0661 -0.0732
N -1.1512 0.7833 2.4020
O -1.6500 1.3065 3.3619
O -1.6759 0.0216 1.7030
O -0.0663 1.1425 1.9491
N 0.7146 -2.7070 1.9079
O 0.8796 -1.7058 1.1816
O 0.3716 -3.7625 1.4074
O 0.9960 -2.6948 3.0647
B -1.6194 -1.8057 -1.3273
F -0.3283 -1.9033 -1.4071
F -2.1836 -2.5043 -0.1985
F -1.9540 -0.4763 -1.4103
F -2.0641 -2.3392 -2.4547
B -0.7297 2.4911 -1.3559
F -1.7445 2.9082 -2.1311
F 0.2445 3.4987 -1.2321
F -1.2688 2.2644 -0.0967
F -0.2265 1.3661 -1.9268
B 2.7096 0.8288 -0.6687
F 3.2970 1.3493 -1.8423
F 3.6615 0.3536 0.2210
F 1.9174 1.7589 -0.0940
F 1.9317 -0.2401 -0.9797
```

Results
frontier orbital gap	0.2819	Ha
charge	-3
HOMO	0.0057	Eh
calculated total energy	-2512.1435	Eh
ΔE to the lowest compared entry with this formula, charge and spin	166.7	kJ/mol
lowest unoccupied orbital energy	7.826	eV

***

Record 2
ORCA calculation (ωB97M-V with the def2-TZVPD basis set) on C6H13N2OP in the gas phase at a distorted geometry.

The geometry in XYZ format:
```
23
Properties=species:S:1:pos:R:3
C -1.7424 0.9849 -1.2641
C -0.5290 0.0316 -1.4888
C -1.7428 1.1581 0.2353
C 0.0475 -0.3610 -0.0387
C 1.3621 0.2947 0.2925
C 2.5529 -0.1019 -0.5935
N -1.1331 -0.0468 0.7526
N -0.5763 -2.1019 2.2118
O 1.6740 -0.0049 1.7302
P -1.7376 -1.0779 1.8525
H -1.7125 1.8698 -1.9144
H -2.6770 0.4800 -1.5552
H -0.7412 -0.8260 -1.9226
H 0.2179 0.6390 -2.0270
H -1.0983 2.0670 0.3900
H -2.6907 1.3887 0.6597
H -0.0070 -1.4974 0.0870
H 1.2005 1.4178 0.2551
H 2.7919 -1.1563 -0.2881
H 3.4232 0.5808 -0.6170
H 2.2239 -0.1073 -1.5797
H 1.9327 -0.8715 1.8663
H -1.0389 -2.7595 2.9561
```

Results
frontier orbital gap	0.3634	Ha
charge	0
HOMO	-0.3331	Eh
calculated total energy	-762.4782	Eh
ΔE to the lowest compared entry with this formula, charge and spin	119.9	kJ/mol
SMILES	[H]/N=P/N1CCC[C@H]1[C@H](C)O
lowest unoccupied orbital energy	0.823	eV